1.
A structure of composition C22H36F6O14Pb at a distorted geometry. Source: OMol25; level of theory: ωB97M-V/def2-TZVPD.

Output
- Kohn-Sham gap (spin up / spin down): 9.0755 / 4.9725 eV
- Electronic energy: -2704.9633 Ha

The geometry in ORCA input format:
```
! wB97M-V def2-TZVPD RIJCOSX def2/J DEFGRID3
* xyz 1 2
C -19.95 -15.53 -0.41
C -25.64 -9.97 -1.40
C -24.68 -16.84 -0.64
C -19.96 -13.96 -0.44
C -17.34 -12.86 -2.77
F -20.84 -15.97 0.46
H -19.39 -13.64 0.44
H -23.12 -8.05 0.26
F -26.46 -8.01 -2.57
O -25.09 -10.60 -2.64
C -27.09 -15.67 -3.50
H -24.65 -16.23 -1.55
H -26.71 -16.07 -5.69
F -26.04 -7.65 -0.61
O -24.37 -13.61 -2.99
H -24.56 -12.43 1.85
H -20.62 -9.01 -3.94
H -27.36 -10.70 -5.19
O -21.80 -13.85 -4.57
C -21.83 -12.48 -4.78
H -22.14 -12.05 -6.88
O -24.65 -16.13 0.62
H -23.71 -17.34 -0.74
H -27.32 -11.79 -3.80
O -24.28 -14.00 -0.28
H -19.60 -13.40 -6.47
O -19.22 -13.52 -1.57
C -20.93 -9.02 -1.33
F -24.40 -8.01 -2.09
C -20.68 -13.53 -6.55
C -21.39 -14.56 -5.64
H -16.29 -12.58 -2.66
H -21.86 -7.23 1.27
O -26.37 -14.53 -3.00
F -20.12 -16.15 -1.59
H -17.91 -11.93 -2.82
C -24.07 -13.15 2.49
H -19.86 -10.42 -3.24
H -25.43 -17.63 -0.65
H -26.70 -10.19 -1.44
C -25.05 -15.31 -4.70
H -17.42 -13.23 -0.57
H -17.54 -13.36 -3.71
H -27.68 -10.14 -3.59
H -27.21 -16.52 -2.83
H -25.15 -14.57 -5.50
O -25.04 -10.61 -0.30
O -22.10 -11.72 -3.87
O -21.10 -13.14 -0.35
H -23.04 -12.81 2.66
H -18.77 -9.04 -3.67
H -20.94 -15.50 -5.34
Pb -23.11 -11.98 -1.48
C -21.34 -12.21 -6.16
H -28.09 -15.38 -3.81
C -19.77 -9.34 -3.34
O -19.96 -8.67 -2.14
C -24.34 -14.78 0.67
O -24.09 -14.51 2.01
C -25.61 -8.39 -1.66
H -26.08 -17.30 -4.77
H -24.10 -15.81 -4.54
H -20.80 -13.88 -7.57
C -22.08 -8.03 0.56
H -24.66 -13.11 3.41
H -20.69 -11.36 -5.95
O -21.13 -7.98 -0.49
C -25.53 -10.47 -4.00
C -26.26 -16.23 -4.71
H -22.33 -14.92 -6.05
C -17.80 -13.61 -1.52
H -21.85 -8.89 1.20
C -27.03 -10.80 -4.16
F -18.82 -15.93 -0.02
H -24.90 -11.07 -4.65
C -25.12 -14.35 -3.50
H -17.55 -14.65 -1.72
O -21.67 -10.02 -1.36
H -25.42 -9.41 -4.22
*
```

Löwdin population analysis, charges in e, atoms 1 to 5: -0.634 -0.351 -0.011 -0.272 -0.047



2.
A structure of composition C22H36HgN4O2S2Se3Te at a distorted geometry. Source: OMol25; level of theory: ωB97M-V/def2-TZVPD.

Output
- Energy above the lowest of the compared OMol25 structures with the same formula, charge and spin: 0.500 eV
- Kohn-Sham gap (spin up / spin down): 3.6357 / 6.0068 eV
- Electronic energy: -9651.5343 Ha

The geometry in ORCA input format:
```
! wB97M-V def2-TZVPD RIJCOSX def2/J DEFGRID3
* xyz -1 2
H -0.86 -3.91 3.55
H 1.02 -5.48 0.13
H 0.34 -0.23 -0.02
C -2.90 2.15 -0.48
H -0.65 -4.99 -1.43
H -1.96 -4.16 1.40
C -3.27 4.68 1.51
H -2.34 3.24 -2.24
C -0.57 -3.32 2.67
N -1.67 -3.22 1.71
C 2.62 1.71 -1.04
Hg -1.20 -2.07 -0.34
C 3.42 0.86 -3.20
S -2.62 1.98 1.33
C -1.94 3.07 -1.24
O -1.33 1.27 1.58
H -0.36 -0.07 1.46
C 4.66 1.37 -2.94
C -2.32 3.69 1.75
C 4.92 2.08 -1.73
H 1.49 -3.88 2.79
C 0.67 -3.99 2.07
Se -4.16 -5.12 -0.05
H -1.33 1.10 -2.86
C -0.53 2.47 -1.36
H 1.30 -1.32 2.53
H 3.24 0.31 -4.12
H -0.07 5.51 3.51
H 1.69 -5.13 -2.17
H -4.17 4.44 0.96
H -0.46 3.19 2.65
H 0.21 3.27 -1.39
H -3.78 6.74 1.78
Se -2.09 -6.16 0.19
S 0.86 0.31 -2.70
H -1.91 4.04 -0.74
O 0.32 -0.59 -1.58
C 2.34 1.04 -2.28
N -0.17 -4.16 -1.78
C 1.28 -4.30 -1.60
N 0.16 -0.71 0.87
H -0.33 1.86 -0.48
H 5.90 2.49 -1.52
H -2.47 -2.79 2.15
C 1.98 -2.37 0.77
H 5.46 1.22 -3.66
H 2.94 -2.66 1.24
H 2.63 -4.74 0.03
H -1.75 7.27 3.07
H 4.06 2.74 0.13
H -3.94 2.49 -0.53
H -0.16 2.29 -3.49
H -0.34 -2.31 3.00
C 3.88 2.22 -0.80
H 1.85 1.81 -0.28
C 1.44 -1.12 1.47
C 1.55 -4.56 -0.12
Se -3.24 -1.59 -1.65
H 0.44 -5.05 1.97
H -0.42 -4.05 -2.75
H 1.76 -3.38 -1.94
H 2.19 -0.33 1.38
C -3.05 5.97 1.98
C -1.18 3.99 2.48
N 1.06 -3.49 0.75
C -0.40 1.65 -2.64
C -0.97 5.28 2.94
H 2.20 -2.08 -0.26
H -2.86 1.12 -0.85
C -1.91 6.27 2.70
Te -4.19 -3.88 -2.20
*
```

Löwdin population analysis, charges in e, atoms 1 to 5: 0.113 0.092 -0.012 -0.306 -0.071



3.
A cluster of 5 separate species, C22H36INO7P in total. Source: OMol25; level of theory: ωB97M-V/def2-TZVPD.

Output
- Kohn-Sham gap: 7.5989 eV
- Electronic energy: -2080.1910 Ha

The geometry in ORCA input format:
```
! wB97M-V def2-TZVPD RIJCOSX def2/J DEFGRID3
* xyz 1 1
C 3.50 -1.72 -1.99
C -6.99 2.19 1.38
I -0.74 -2.38 3.12
O -2.48 0.20 2.08
H 3.56 -1.23 -2.96
H 0.80 -0.31 1.23
H -5.93 1.42 -4.03
O -4.96 3.97 -2.58
H 4.58 -3.45 -6.95
H -3.69 1.81 0.70
H 2.11 -4.69 4.00
H -0.94 0.59 3.90
C 5.24 -1.68 -5.93
C 0.17 0.54 1.50
C -4.71 1.04 2.43
C -5.91 0.94 3.14
H 5.97 -3.69 -5.87
H 3.63 1.11 0.04
H 6.18 -2.88 -7.43
C -3.39 2.27 -3.12
C 1.05 1.65 2.11
N 0.98 4.14 2.06
O 5.51 -1.48 -4.77
H 5.24 -0.40 -7.65
H 4.48 -2.13 -1.76
H -0.35 0.88 0.60
C -3.52 0.42 3.03
C -7.05 1.52 2.60
C 0.83 2.96 1.34
H -7.88 2.64 0.96
C -5.68 2.46 -4.27
O -3.34 0.08 4.16
H 1.25 4.01 3.02
H -3.56 1.23 -2.84
H -2.86 2.28 -4.08
H -7.98 1.43 3.14
C -5.78 2.30 0.69
C -4.64 1.72 1.21
C -4.70 3.00 -3.25
C 2.60 -4.70 6.81
H 3.23 -4.98 7.65
H 1.96 -3.86 7.10
C 4.02 0.45 -0.75
H 3.48 -3.63 3.61
H -2.77 2.76 -2.37
O 4.67 -4.32 5.69
H -5.72 2.83 -0.25
H 2.09 1.32 2.03
H 4.45 0.29 -6.21
H 4.10 1.01 -1.68
H 0.87 1.81 3.17
P -1.02 -0.08 2.68
C 3.10 -0.73 -0.94
O 0.58 2.94 0.17
H 5.02 0.11 -0.47
H -6.58 3.06 -4.27
C 4.60 -0.62 -6.79
H 3.64 -0.97 -7.17
H 2.12 -3.00 4.57
H -5.23 2.47 -5.26
H 1.96 -5.54 6.54
C 3.46 -4.30 5.63
H -5.94 0.43 4.09
C 2.75 -3.88 4.37
H 0.19 4.77 1.98
H 2.77 -2.52 -2.04
C 5.51 -3.01 -6.58
O 2.09 -0.87 -0.27
*
```

natural (NBO) population analysis, charges in e, atoms 1 to 5: -0.727 -0.146 0.118 -0.801 0.255



4.
A structure of composition C22H36IrN4SSi3. Source: OMol25; level of theory: ωB97M-V/def2-TZVPD.

Output
- Energy above the lowest of the compared OMol25 structures with the same formula, charge and spin: 0.820 eV
- Kohn-Sham gap (spin up / spin down): 7.1006 / 6.7173 eV
- Electronic energy: -2449.5206 Ha

The geometry in ORCA input format:
```
! wB97M-V def2-TZVPD RIJCOSX def2/J DEFGRID3
* xyz 2 2
H 5.51 -0.23 -2.10
H -3.03 0.44 2.47
H -0.39 -0.80 3.28
C -2.37 3.46 2.04
S 1.73 -1.23 1.78
C -1.66 1.80 0.46
H -1.49 -3.41 -3.16
H -1.76 -1.82 3.69
H -0.20 -4.36 -0.34
C 0.53 -3.64 -0.70
H 1.14 -4.14 -1.45
H -1.14 2.42 -2.65
N 1.74 2.34 0.31
H 1.46 -0.53 -2.47
H -2.13 -1.77 -3.10
H 4.64 -2.44 1.50
C -1.38 3.02 2.91
H 1.68 -2.18 -3.03
H -3.82 0.16 0.92
Ir 0.90 0.35 0.46
C -3.45 0.24 -1.62
N 2.48 4.31 -0.23
Si -0.26 -2.14 -1.49
H -3.28 3.16 0.13
H -3.16 -3.14 -0.04
H -3.80 -0.73 -1.24
H -3.48 0.20 -2.71
H -0.88 0.83 -3.36
H -3.33 -3.34 1.69
H 0.39 -1.18 -3.68
H 2.62 5.16 -0.76
Si -1.87 -1.46 1.32
H 2.80 2.20 2.19
C 3.05 4.02 0.98
H -4.06 -0.96 2.24
H -3.04 4.26 2.34
H 3.22 0.76 -1.99
H 1.13 3.28 -1.52
C 3.13 -1.15 0.69
H -4.16 1.00 -1.29
C 5.23 -1.40 -0.32
C 4.84 -0.50 -1.30
C -0.53 2.01 2.50
C -0.77 -0.78 -0.19
C -1.77 -2.60 -2.48
N -0.67 1.43 1.30
C 1.71 3.29 -0.61
H -2.61 -2.96 -1.89
C -2.61 -3.12 0.90
C 3.58 0.05 -1.25
C 4.37 -1.74 0.71
C -0.76 1.42 -2.45
H -0.33 -2.55 2.97
N 2.74 -0.29 -0.26
H -1.26 3.45 3.90
C -3.31 -0.33 1.75
H 0.27 1.65 3.13
H 1.19 -3.38 0.14
H -1.88 -3.93 0.89
Si -1.72 0.63 -1.04
H 3.73 4.69 1.48
C 2.59 2.79 1.32
H 6.22 -1.84 -0.36
H 0.31 1.48 -2.27
C 0.93 -1.43 -2.77
C -2.50 2.85 0.81
C -0.97 -1.67 2.95
*
```

natural (NBO) population analysis, charges in e, atoms 1 to 5: 0.259 0.232 0.222 -0.130 0.280



5.
The molecule C22H36N2O6. Source: OMol25; level of theory: ωB97M-V/def2-TZVPD.

Output
- Energy above the lowest of the compared OMol25 structures with the same formula, charge and spin: 0.000 eV
- Structure (SMILES): O[C@@H](CNC[C@@H]1CCCO1)COc1ccc(OC[C@@H](O)CNC[C@@H]2CCCO2)cc1
- Kohn-Sham gap: 8.6362 eV
- Electronic energy: -1420.8096 Ha

The geometry in ORCA input format:
```
! wB97M-V def2-TZVPD RIJCOSX def2/J DEFGRID3
* xyz 0 1
H -2.41 1.58 -1.01
O -6.11 0.67 0.78
N 4.34 -0.63 -0.80
H 1.79 -2.62 2.86
C 3.16 -1.42 -1.05
C 2.32 0.87 2.18
H 2.21 -4.42 -0.88
H 2.43 3.53 -0.57
H 3.59 1.23 -1.56
C 4.44 0.53 -1.67
H -7.29 1.98 -1.40
H 0.32 -4.07 1.07
C 1.69 -2.52 1.78
O 4.75 2.83 0.22
C -2.38 0.49 -0.86
C 1.17 2.28 0.62
C -1.21 0.84 1.37
H 6.55 -0.46 -1.18
C -7.30 -0.17 -1.10
H -5.87 -1.27 0.15
H 4.44 1.02 2.23
H 4.30 -0.34 0.17
H -1.47 1.89 1.22
O 6.84 0.38 -1.55
H -7.14 2.41 0.98
H 6.73 2.56 0.02
H -0.25 0.36 -0.51
H 2.28 0.13 2.97
C -1.18 0.10 0.01
H -3.80 0.44 0.60
C -7.79 1.24 -0.77
C -4.76 0.06 -1.12
H 5.91 1.17 0.75
H 2.23 -0.83 -0.96
C 5.76 1.27 -1.41
H -2.27 0.02 -1.84
O -1.15 -1.29 0.18
H -8.87 1.36 -0.88
H -8.03 -0.91 -0.76
O -0.01 0.70 2.08
C 1.38 -3.83 1.06
H 1.15 -3.00 -0.90
C -7.33 1.38 0.68
C 5.83 1.95 -0.02
C 3.53 1.36 1.75
C 1.13 1.29 1.60
C 1.91 -3.53 -0.33
N -3.59 -0.05 -0.26
C -6.01 -0.27 -0.29
H -1.96 0.37 2.01
C 3.59 2.30 0.72
H 0.27 2.67 0.17
H -7.13 -0.32 -2.17
H -4.87 1.07 -1.55
H 4.06 -3.12 -0.11
C 3.10 -2.59 -0.06
H 0.92 -1.78 1.54
H 3.21 -1.82 -2.07
H 1.94 -4.65 1.52
H 5.88 2.05 -2.18
C 2.39 2.78 0.19
H 4.45 0.17 -2.70
O 2.95 -2.11 1.27
H -4.66 -0.66 -1.94
H -8.07 0.94 1.36
H -2.06 -1.57 0.36
*
```

natural (NBO) population analysis, charges in e, atoms 1 to 5: 0.170 -0.545 -0.665 0.184 -0.214



6.
A structure of composition C22H36N2O9S3 at a distorted geometry. Source: OMol25; level of theory: ωB97M-V/def2-TZVPD.

Output
- Energy above the lowest of the compared OMol25 structures with the same formula, charge and spin: 0.000 eV
- Kohn-Sham gap: 8.4365 eV
- Electronic energy: -2841.0487 Ha

The geometry in ORCA input format:
```
! wB97M-V def2-TZVPD RIJCOSX def2/J DEFGRID3
* xyz 0 1
C 2.65 -3.08 1.88
S -2.25 6.31 -4.02
H -3.36 3.30 -2.90
H 2.25 -0.94 0.64
N -0.59 1.22 -1.68
C -3.75 -1.82 6.55
H -0.51 -3.10 3.06
C -0.34 -1.17 2.15
O -1.16 5.21 -4.41
C 3.34 -0.98 0.64
H -2.15 -2.90 0.81
H 1.64 -3.29 3.76
C 1.07 1.21 -3.52
H 4.06 -1.58 2.62
O -3.48 -3.22 6.40
O -4.93 -4.82 5.24
C 3.91 0.39 0.95
H -0.76 -2.02 -4.77
H 0.12 -3.16 1.43
S -4.03 -3.76 5.00
C 3.62 1.49 -0.10
H 0.45 -0.63 1.63
O -1.51 -0.99 1.38
H 3.08 -4.02 2.21
H 4.98 0.33 1.11
H -2.92 -1.26 6.14
C 3.23 2.07 -2.57
C 1.80 2.43 -3.00
H -5.91 -1.94 6.29
C -5.02 -1.61 5.74
C -2.45 -2.04 1.41
H 1.28 2.83 -2.14
H 3.67 -1.35 -0.32
H 4.45 2.19 -0.20
H -5.15 -0.58 5.43
H 2.33 0.43 -1.43
H 1.83 3.19 -3.78
C -0.72 -0.45 -3.28
H -1.03 3.99 -2.74
C -2.98 3.95 -3.69
H -3.88 -1.58 7.60
H 1.87 -1.63 3.25
O -1.75 7.12 -2.97
S -1.82 0.24 -1.31
C 0.14 -2.60 2.35
H 4.02 0.24 -1.79
N -1.75 -0.81 -2.50
H -0.43 -0.69 3.13
H 2.76 2.06 0.24
C 1.49 0.55 -4.65
H 2.18 -3.28 0.92
C -0.26 -1.12 -4.44
H 1.21 -1.11 -5.99
H 3.44 0.71 1.88
O -3.34 5.31 -3.42
C -0.06 0.71 -2.81
C 3.75 -2.03 1.68
O -2.74 6.88 -5.22
H -3.41 3.66 -4.64
H 2.35 0.94 -5.16
O -2.94 -3.89 4.09
H 3.77 1.71 -3.44
H -1.05 3.13 -4.30
H -3.36 -1.66 0.96
C -1.47 3.97 -3.74
C 3.27 0.97 -1.50
C 0.82 -0.62 -5.11
H 4.62 -2.56 1.29
H 3.76 2.96 -2.25
H -2.71 -2.35 2.42
C 1.57 -2.62 2.91
O -4.85 -2.45 4.59
*
```

Löwdin population analysis, charges in e, atoms 1 to 5: -0.200 0.597 0.130 0.094 -0.197



7.
A structure of composition C22H36O4S. Source: OMol25; level of theory: ωB97M-V/def2-TZVPD.

Output
- Energy above the lowest of the compared OMol25 structures with the same formula, charge and spin: 0.000 eV
- Kohn-Sham gap: 10.0718 eV
- Electronic energy: -1558.9892 Ha

The geometry in ORCA input format:
```
! wB97M-V def2-TZVPD RIJCOSX def2/J DEFGRID3
* xyz 0 1
C 2.34 -1.76 -0.90
H 0.91 -3.45 -0.91
H -0.58 -2.57 0.79
H 0.00 0.99 1.53
C -3.94 1.35 -3.13
C -0.31 2.79 0.34
H -2.40 0.42 1.84
H 2.62 -1.89 -3.02
H -3.62 1.41 -4.17
C 2.69 1.28 -1.60
H -0.90 2.24 2.35
S 0.91 -0.17 -4.12
C 1.51 -2.01 4.00
H 3.03 2.20 -2.10
C -4.48 -0.04 -2.78
H 3.18 -2.46 -0.95
H -3.07 1.62 -2.53
H -4.17 -0.05 -0.17
H -1.17 -0.45 -0.18
C 0.31 -2.03 0.50
C -2.10 1.07 1.01
H -5.41 0.04 -2.21
C 2.20 -1.18 -2.30
H -4.69 2.13 -2.97
H 2.61 0.23 6.93
O 0.84 -0.96 -2.74
H -0.49 3.80 0.70
H 1.20 -2.64 3.17
H -3.23 -1.50 0.03
H 0.63 1.72 -1.95
H -2.52 -0.89 -2.54
H 3.96 -0.05 -2.68
C 1.31 -1.35 6.30
H -1.79 0.88 -1.12
O -0.09 0.84 -4.12
H 2.97 -0.95 2.84
C 1.27 1.49 -1.10
H 1.75 2.37 0.80
C 2.90 -0.26 4.87
C 2.50 -1.06 3.81
H 0.14 -2.90 5.39
C 1.11 -2.49 -0.44
H -2.88 1.83 0.92
C 1.15 2.62 -0.08
H 0.49 -1.09 1.00
H -4.75 -0.55 -3.72
H -3.83 -1.98 -2.11
C 0.91 -2.16 5.24
H 3.39 1.11 -0.77
C -3.29 -0.57 -0.55
H 1.53 3.56 -0.50
H 0.89 0.57 -0.65
C 2.30 -0.40 6.11
C -0.78 1.75 1.38
C 2.90 0.15 -2.60
C -3.49 -0.94 -2.03
O 1.01 -1.10 -5.19
H -0.92 2.67 -0.56
H 0.84 -1.46 7.27
O 2.34 0.49 -3.89
C -2.02 0.24 -0.26
H 3.68 0.48 4.72
H 2.62 -0.99 -0.18
*
```

natural (NBO) population analysis, charges in e, atoms 1 to 5: -0.461 0.206 0.212 0.183 -0.616